Record 1
A structure of composition C34H31BrN5O2PPbS, computed with wB97M-V/def2-TZVPD.

Its spin multiplicity is 1. As for the electronic energy: -142723.2890 eV. The calculation puts the lowest unoccupied orbital energy at -0.03 eV. The calculation puts the HOMO-LUMO gap at 7.655 eV.

XYZ file:
```
76
C34H31BrN5O2PPbS (wB97M-V/def2-TZVPD)
Pb 1.3835 0.3657 -1.9448
C -4.4397 -0.2496 -5.3738
C -3.7486 -0.8881 -4.1774
N -2.3094 -0.9527 -4.3488
C -1.4150 -0.1771 -3.6941
S 0.2315 -0.3472 -4.2529
N -1.8790 0.6254 -2.7724
N -0.9502 1.3475 -2.0921
C -1.4152 2.3126 -1.3766
C -2.8832 2.6034 -1.3114
C -0.4478 3.1546 -0.6289
C -0.8525 4.1995 0.2014
C 0.1029 4.9151 0.9047
C 1.4400 4.5828 0.7675
C 1.7575 3.5487 -0.0985
N 0.8485 2.8696 -0.7810
H -5.5222 -0.2529 -5.2396
H -4.2153 -0.7934 -6.2935
H -4.1089 0.7816 -5.5009
H -4.1301 -1.8978 -4.0069
H -3.9376 -0.3143 -3.2744
H -1.9402 -1.4729 -5.1269
H -3.1837 3.2319 -2.1540
H -3.1590 3.1041 -0.3882
H -3.4346 1.6700 -1.3858
H -1.8953 4.4507 0.3158
H -0.2003 5.7213 1.5600
H 2.2158 5.1026 1.3114
H 2.7897 3.2477 -0.2486
Br 4.5183 -1.3570 -3.6999
C 3.2540 -2.6532 -3.1169
C 3.3985 -3.9730 -3.5095
C 2.4405 -4.8693 -3.0610
C 1.4008 -4.4180 -2.2634
C 1.3514 -3.0717 -1.9431
N 2.2780 -2.2089 -2.3614
C 0.2087 -2.5269 -1.0972
O -0.5618 -3.3299 -0.5983
O 0.1585 -1.2527 -0.9644
H 4.2229 -4.2746 -4.1376
H 2.5056 -5.9128 -3.3404
H 0.6276 -5.0691 -1.8844
C 2.3200 -4.0050 2.6803
C 2.7557 -3.4122 1.5056
C 2.3338 -2.1306 1.1804
C 1.4740 -1.4326 2.0234
C 1.0486 -2.0353 3.2055
C 1.4672 -3.3148 3.5323
P 0.9602 0.2515 1.5367
C 1.5483 1.2339 2.9709
C 0.8292 1.4823 4.1378
C 1.3811 2.2427 5.1596
C 2.6648 2.7547 5.0376
C 3.3988 2.5001 3.8876
C 2.8385 1.7545 2.8617
C -0.8533 0.2353 1.7489
C -1.5288 1.4254 2.0254
C -2.9143 1.4655 2.0548
C -3.6483 0.3170 1.7910
C -2.9851 -0.8670 1.5037
C -1.5985 -0.9121 1.4839
H 2.6423 -5.0068 2.9341
H 3.4185 -3.9483 0.8380
H 2.6668 -1.6699 0.2572
H 0.3767 -1.5002 3.8670
H 1.1265 -3.7776 4.4495
H -0.1695 1.0812 4.2526
H 0.8063 2.4296 6.0578
H 3.0928 3.3461 5.8367
H 4.4050 2.8871 3.7870
H 3.4101 1.5675 1.9587
H -0.9671 2.3309 2.2285
H -3.4212 2.3952 2.2847
H -4.7305 0.3467 1.8076
H -3.5449 -1.7657 1.2797
H -1.1079 -1.8407 1.2219
```

Record 2
A structure of composition C34H31MgN9O6S at a distorted geometry, computed with wB97M-V/def2-TZVPD.

Its spin multiplicity is 1. As for the electronic energy: -77720.7153 eV. The calculation puts the lowest unoccupied orbital energy at -8.61 eV. The calculation puts the HOMO-LUMO gap at 3.932 eV. The net charge is +2.

XYZ file:
```
82
C34H31MgN9O6S (wB97M-V/def2-TZVPD)
Mg -0.2384 0.5888 0.0735
O -0.1680 0.7573 2.0556
C -1.1317 0.8450 2.8238
C -2.4977 0.8793 2.4705
C -3.4676 0.9651 3.4823
C -4.8034 0.9864 3.1701
C -5.2229 0.9500 1.8273
C -4.3018 0.8607 0.8235
C -2.9005 0.8032 1.0901
O -2.0656 0.7056 0.1439
N -5.7847 1.0659 4.2353
O -5.3518 1.1108 5.3641
O -6.9479 1.0832 3.9140
H -0.9164 0.9067 3.9037
H -3.1699 1.0232 4.5189
H -6.2827 0.9925 1.6223
H -4.6076 0.8357 -0.2127
C -1.3191 4.8222 -0.6792
C -1.1565 3.4496 -0.4459
N -0.1486 2.9502 0.2264
C 0.7274 3.7895 0.8042
C 0.5855 5.2011 0.7234
C -0.4405 5.7030 -0.0996
C 1.4122 6.0381 1.5248
C 2.2278 5.5075 2.4726
C 2.4065 4.0955 2.5704
C 3.1604 3.4720 3.5811
C 3.3073 2.0933 3.5815
C 2.8145 1.3550 2.5252
N 2.0910 1.9401 1.5527
C 1.7660 3.2669 1.6254
H -2.1512 5.1667 -1.2694
H -1.8925 2.7425 -0.7927
H -0.5590 6.7689 -0.2162
H 1.3198 7.1080 1.4109
H 2.7632 6.1404 3.1644
H 3.6079 4.0757 4.3539
H 3.8395 1.5900 4.3741
H 3.0196 0.3020 2.3822
O 1.8481 0.1101 0.3579
N 1.8151 1.3215 0.3543
O 0.1018 1.0036 -1.7730
S -0.1714 2.0826 -2.7766
C 0.1483 1.3505 -4.4408
C 1.2465 2.1673 -5.1207
C 1.3877 3.4787 -4.3507
C 1.3677 3.0693 -2.8916
H -0.7949 1.4033 -4.9797
H 0.4127 0.3082 -4.2855
H 0.9986 2.3473 -6.1636
H 2.1937 1.6283 -5.0889
H 0.5488 4.1460 -4.5660
H 2.3072 3.9985 -4.6130
H 1.3330 3.9017 -2.1936
H 2.1918 2.4020 -2.6395
C -0.7822 -1.8868 -2.3509
C -0.4949 -2.2862 -0.9592
N -0.2409 -1.4608 0.0339
C -0.0390 -2.2243 1.1453
C -0.1803 -3.5345 0.8213
N -0.4743 -3.5646 -0.5184
C -0.6574 -4.7636 -1.2979
N 0.5844 -5.4580 -1.4768
N 1.5081 -5.0289 -2.3488
N 2.5067 -5.7876 -2.3360
C 2.3224 -6.8020 -1.4498
C 3.0983 -7.9038 -1.0946
C 2.5808 -8.7490 -0.1388
C 1.3335 -8.5206 0.4587
C 0.5490 -7.4389 0.1212
C 1.0519 -6.5863 -0.8532
H -0.9280 -0.8126 -2.3520
H -1.6816 -2.3675 -2.7307
H 0.0503 -2.1495 -3.0043
H 0.1887 -1.7877 2.0956
H -0.1025 -4.4257 1.4096
H -1.0498 -4.4914 -2.2823
H -1.3591 -5.4330 -0.7893
H 4.0500 -8.0856 -1.5649
H 3.1416 -9.6190 0.1614
H 0.9776 -9.2148 1.2040
H -0.4069 -7.2718 0.5929
```

Record 3
A structure of composition C34H31N5O5RhS2 at a distorted geometry, computed with wB97M-V/def2-TZVPD.

Its spin multiplicity is 1. As for the electronic energy: -78115.5351 eV. The calculation puts the lowest unoccupied orbital energy (alpha / beta) at -6.27 / -6.34 eV. The calculation puts the HOMO-LUMO gap (alpha / beta) at 3.457 / 3.383 eV. The net charge is +1.

XYZ file:
```
78
C34H31N5O5RhS2 (wB97M-V/def2-TZVPD)
Rh 0.1286 -0.7121 0.3237
C -0.7723 2.5658 3.4151
N -1.4885 1.3198 3.4852
C -2.7671 1.2013 4.1313
C -3.9089 0.9136 3.2647
N -2.4538 -0.9765 1.6635
C -1.1143 0.1777 2.8316
S 0.6444 -0.1643 2.8728
C -2.5982 -2.0204 0.7858
C -3.4519 -3.1013 1.0150
C -3.7042 -3.9556 -0.0378
C -3.0935 -3.7350 -1.2697
C -2.1924 -2.6938 -1.3832
N -1.9488 -1.8650 -0.3774
H -1.4724 3.3880 3.2654
H -0.0785 2.5348 2.5756
H -0.2153 2.7437 4.3386
H -2.8370 1.7129 5.0802
H -4.7067 0.2979 1.4281
H -3.9086 -3.2344 1.9820
H -4.3798 -4.7852 0.0961
H -3.3177 -4.3636 -2.1139
H -1.6544 -2.4864 -2.2967
C 2.7589 6.3318 -2.8176
C 2.2616 4.9233 -2.7695
C 1.5303 4.3880 -3.8255
C 0.9885 3.1172 -3.7361
C 1.1938 2.3694 -2.5912
C 1.9726 2.8513 -1.5542
C 2.5022 4.1271 -1.6499
S 0.2826 0.8377 -2.4296
O -0.9005 0.9250 -3.2343
O 1.1091 -0.3170 -2.6022
N -0.2010 0.8389 -0.7952
C -1.2588 1.6221 -0.4549
C -1.6197 2.7964 -1.1261
C -2.7513 3.4761 -0.7314
C -3.5732 2.9743 0.2671
C -3.2625 1.7940 0.9425
C -4.3056 1.2103 1.8791
C -3.2433 -0.2305 3.9093
C -2.1653 -0.9308 3.0893
N -1.5281 0.0264 1.2771
C -2.0599 1.1655 0.6242
H 2.3778 6.8460 -3.6949
H 3.8469 6.3580 -2.8434
H 2.4421 6.8751 -1.9291
H 1.3622 4.9780 -4.7142
H 0.3898 2.6986 -4.5303
H 2.1483 2.2317 -0.6866
H 3.0943 4.5248 -0.8390
H -1.0166 3.1422 -1.9464
H -3.0226 4.3924 -1.2301
H -4.4859 3.4926 0.5216
H -5.1265 1.9377 1.9175
H -3.7219 -0.8000 4.6903
H -1.8051 -1.8665 3.5186
C 5.5274 -2.8580 -3.2843
O 5.3148 -3.7911 -2.2441
C 4.3487 -3.5656 -1.3510
C 4.1338 -4.5977 -0.4068
C 3.1462 -4.4936 0.5308
C 2.2816 -3.3839 0.5906
C 1.2085 -3.3023 1.5365
C 1.1927 -4.1487 2.7786
O 0.2463 -2.5056 1.4280
C 2.5125 -2.3087 -0.3480
O 1.8791 -1.1991 -0.3497
C 3.5622 -2.4342 -1.2885
H 6.2297 -3.3358 -3.9646
H 5.9588 -1.9295 -2.9010
H 4.5982 -2.6340 -3.8123
H 4.7576 -5.4727 -0.4643
H 2.9980 -5.3165 1.2107
H 1.9645 -4.9055 2.8060
H 0.2147 -4.6099 2.9022
H 1.3394 -3.4701 3.6208
H 3.6634 -1.6059 -1.9705
```

Record 4
A structure of composition C34H32CaClN4OP2S, computed with wB97M-V/def2-TZVPD.

Its spin multiplicity is 1. As for the electronic energy: -104163.9415 eV. The calculation puts the lowest unoccupied orbital energy at 2.42 eV. The calculation puts the HOMO-LUMO gap at 6.920 eV. The net charge is -1.

XYZ file:
```
76
C34H32CaClN4OP2S (wB97M-V/def2-TZVPD)
Ca -0.0540 -1.0866 0.2650
N -3.0150 0.5190 -3.1126
C -2.3500 0.1430 -1.9549
S -0.6232 0.4143 -1.9996
N -3.1067 -0.2861 -1.0009
N -2.4542 -0.6107 0.1841
C -3.2717 -0.9057 1.1249
C -2.9487 -1.3061 2.4818
C -4.0168 -1.7822 3.2582
C -3.8544 -2.1925 4.5655
C -2.5791 -2.1155 5.1293
C -1.5092 -1.6398 4.4059
C -1.6445 -1.2155 3.0567
O -0.6245 -0.7522 2.4076
H -2.4472 0.4995 -3.9411
H -3.9356 0.1156 -3.1981
H -4.3360 -0.8621 0.8830
H -4.9977 -1.8278 2.7954
H -4.6950 -2.5642 5.1368
H -2.4229 -2.4336 6.1548
H -0.5193 -1.5804 4.8433
C 3.9449 0.0935 -0.8807
N 3.5285 0.9622 0.2560
P 2.7194 -0.0035 1.4465
C 2.7573 1.0455 2.9489
C 1.6650 1.0077 3.8071
C 1.7091 1.7086 5.0112
C 2.8297 2.4452 5.3526
C 3.9220 2.4904 4.4879
C 3.8868 1.7903 3.2956
C 4.0641 -1.1360 1.9754
C 3.6937 -2.3171 2.6055
C 4.6611 -3.1653 3.1310
C 6.0055 -2.8478 3.0134
C 6.3832 -1.6754 2.3689
C 5.4173 -0.8235 1.8563
P 2.6206 2.2917 -0.4709
C 3.9370 3.5724 -0.5023
C 5.2291 3.3651 -0.0293
C 6.1860 4.3689 -0.1190
C 5.8620 5.5952 -0.6826
C 4.5772 5.8081 -1.1671
C 3.6273 4.8011 -1.0857
C 1.5571 2.9475 0.8607
C 0.2600 2.4398 0.9126
C -0.6164 2.8312 1.9178
C -0.2115 3.7683 2.8520
C 1.0665 4.3175 2.7839
C 1.9470 3.9077 1.7993
H 4.6335 -0.6776 -0.5406
H 4.4578 0.6980 -1.6304
H 3.0965 -0.3991 -1.3682
H 0.7850 0.4381 3.5215
H 0.8528 1.6785 5.6745
H 2.8595 2.9904 6.2888
H 4.7997 3.0706 4.7471
H 4.7325 1.8276 2.6199
H 2.6469 -2.5877 2.6781
H 4.3602 -4.0842 3.6179
H 6.7567 -3.5176 3.4131
H 7.4312 -1.4213 2.2651
H 5.7135 0.0934 1.3597
H 5.4729 2.4076 0.4146
H 7.1858 4.1896 0.2577
H 6.6066 6.3786 -0.7496
H 4.3170 6.7601 -1.6133
H 2.6281 4.9726 -1.4733
H -0.0849 1.7544 0.1421
H -1.6061 2.3939 1.9603
H -0.8891 4.0764 3.6394
H 1.3814 5.0488 3.5181
H 2.9502 4.3146 1.7665
Cl 2.1100 -3.5176 0.0061
C 0.2305 -3.5046 -0.0998
H -0.0607 -4.2276 0.6661
H 0.0404 -3.9635 -1.0724
```

Record 5
A structure of composition C34H32CrN9SbSe at a distorted geometry, computed with wB97M-V/def2-TZVPD.

Its expectation value of S² is 4.0611. Its spin multiplicity is 4. As for the electronic energy: -149484.5064 eV. The calculation puts the lowest unoccupied orbital energy (alpha / beta) at -3.41 / -2.77 eV. The calculation puts the HOMO-LUMO gap (alpha / beta) at 6.401 / 7.110 eV. The net charge is +1.

XYZ file:
```
78
C34H32CrN9SbSe (wB97M-V/def2-TZVPD)
Cr 12.1758 14.7012 10.1242
C 9.6843 13.1626 12.8028
C 10.7321 14.0845 13.3615
C 10.8504 14.1728 14.7524
C 11.8502 14.9270 15.3216
C 12.6529 15.7068 14.4749
C 12.4546 15.6365 13.1076
N 11.5566 14.8124 12.5320
Sb 13.7879 17.0155 11.9828
C 14.9529 15.7541 10.5605
C 16.3164 15.9120 10.6811
C 17.1586 15.0572 9.9922
C 16.6177 14.1458 9.1076
C 15.2131 13.9646 9.1160
C 14.6195 12.8979 8.2596
N 14.3835 14.8091 9.8086
C 12.4245 18.1793 10.6622
C 12.5142 19.5451 10.7648
C 11.8400 20.3521 9.8497
C 11.0528 19.7319 8.8763
C 10.9790 18.2948 8.9043
C 10.1579 17.5666 7.8697
N 11.6298 17.5309 9.7996
H 9.6166 12.2104 13.3963
H 8.6623 13.6128 12.9208
H 9.8509 12.9505 11.7560
H 10.1967 13.5813 15.3810
H 11.9754 14.9677 16.3948
H 13.4371 16.3333 14.8779
H 16.6823 16.6925 11.3494
H 18.2246 15.1273 10.1554
H 17.2669 13.5242 8.5079
H 15.3135 12.6782 7.4277
H 14.5639 11.9305 8.8307
H 13.6341 13.1825 7.8448
H 13.0984 19.9757 11.5864
H 11.9386 21.4268 9.9691
H 10.4975 20.3008 8.1567
H 9.0703 17.7174 8.1239
H 10.3093 17.9474 6.8423
H 10.3693 16.4928 7.8862
Se 12.3641 15.1444 5.2357
C 12.1282 14.9439 6.9917
N 12.1011 14.8706 8.1940
N 6.5869 14.0962 9.2048
N 7.7808 14.5660 9.6585
N 7.8218 15.5763 10.5729
C 9.1371 15.7077 10.7541
N 9.8651 14.8125 10.0171
N 8.9842 14.1472 9.3173
H 5.8368 14.2875 9.9118
H 6.6241 13.1769 8.7658
H 9.6048 16.4244 11.4139
C 11.4765 8.0495 7.6907
C 10.5013 8.9681 7.3446
C 10.4806 10.2289 7.9184
C 11.5004 10.6472 8.8055
C 12.5289 9.7267 9.0929
C 12.4830 8.4318 8.6021
C 11.4511 12.0055 9.3619
C 12.1718 12.5335 10.3697
C 12.7826 11.7976 11.4594
C 13.9641 12.2356 12.1285
C 14.3234 11.6801 13.3568
C 13.5423 10.6959 13.9386
C 12.5098 10.1277 13.1846
C 12.1707 10.6106 11.9371
H 11.4898 7.0530 7.2661
H 9.7320 8.7234 6.6323
H 9.6455 10.8685 7.6866
H 13.3597 10.0087 9.7249
H 13.2298 7.6885 8.9234
H 10.7416 12.5910 8.7698
H 14.5392 13.0551 11.7076
H 15.2093 12.0550 13.8435
H 13.6852 10.4322 14.9828
H 11.9418 9.3095 13.5964
H 11.3294 10.2066 11.3986
```

Record 6
A structure of composition C34H32N10O6SSr at a distorted geometry, computed with wB97M-V/def2-TZVPD.

Its spin multiplicity is 1. As for the electronic energy: -74638.3000 eV. The calculation puts the lowest unoccupied orbital energy at -0.27 eV. The calculation puts the HOMO-LUMO gap at 7.673 eV.

XYZ file:
```
84
C34H32N10O6SSr (wB97M-V/def2-TZVPD)
Sr 12.2545 9.8970 15.3330
O 9.1147 6.6029 16.1062
C 9.8033 7.3149 15.4012
O 10.0312 8.5680 15.6548
C 10.3718 6.6661 14.1636
C 10.2525 7.5801 12.9356
C 10.4785 6.7774 11.6178
C 11.9734 6.5293 11.6153
C 12.3763 7.1920 12.9194
O 11.4821 8.3753 12.9266
C 11.8897 6.3469 14.1118
C 12.6376 6.6324 15.4401
O 12.6032 5.8052 16.3299
O 13.2558 7.7653 15.5584
H 9.8670 5.7359 14.0511
H 9.3846 8.2130 12.8864
H 9.8322 5.8971 11.4516
H 10.2672 7.4081 10.8014
H 12.2598 5.4711 11.5607
H 12.4521 7.0188 10.7502
H 13.4290 7.5348 13.0197
H 12.0535 5.2785 13.8980
C 15.7102 10.0666 10.1613
N 15.3990 10.1054 11.6084
C 14.2786 10.5752 12.2740
N 14.4446 10.4578 13.5643
C 15.6608 9.8400 13.6962
N 16.2565 9.6194 12.5353
C 15.0318 8.9405 9.4717
C 15.7169 7.7988 9.0552
C 15.0872 6.7819 8.3600
C 13.7459 6.9129 8.0950
C 13.0318 8.0453 8.4259
C 13.6823 9.0823 9.1290
C 11.6024 8.2234 8.0224
N 10.8962 7.6969 7.0725
N 9.6068 8.1495 7.1446
C 9.6194 8.9488 8.1811
O 10.7738 9.0091 8.7692
C 8.5110 9.5666 8.9344
C 7.1650 9.2634 8.5754
C 6.1536 9.9562 9.2425
C 6.4034 10.7938 10.3044
C 7.7022 10.9856 10.7046
C 7.8876 11.7301 12.0087
N 9.2300 11.8564 12.5090
C 9.8462 11.0859 13.4443
N 11.0410 11.5214 13.7117
C 11.1213 12.6325 12.9478
N 10.0761 12.8557 12.2239
C 8.7298 10.3679 10.0397
H 16.7896 10.0436 10.1193
H 15.4723 11.0158 9.7429
H 13.4584 11.0092 11.6959
H 16.0694 9.6270 14.7168
H 16.7862 7.7177 9.2516
H 15.5962 5.8859 8.0580
H 13.1374 6.1699 7.5743
H 13.0523 9.9725 9.2773
H 6.9990 8.5916 7.7871
H 5.1394 9.7608 8.9439
H 5.5982 11.4428 10.6896
H 7.3636 11.1055 12.7528
H 7.4739 12.7552 11.9789
H 9.4040 10.2748 13.9617
H 11.9964 13.2807 12.9007
H 9.7635 10.5324 10.3722
C 8.8950 7.1006 19.6808
C 10.0394 7.9621 19.2220
C 11.3761 7.7047 19.2732
C 12.2525 8.6192 18.6686
N 11.7904 9.6559 17.9903
C 10.5096 10.0096 18.0047
S 10.0935 11.5388 17.4141
N 9.6528 9.1704 18.6101
C 13.7255 8.4336 18.6069
H 9.2346 6.1887 20.0701
H 8.1883 6.8806 18.8691
H 8.3700 7.6659 20.4685
H 11.7570 6.8436 19.7288
H 8.6840 9.4319 18.6310
H 14.0131 7.5588 19.1397
H 14.1983 9.3383 19.0149
H 14.0218 8.3249 17.5275
```